No. 1
{"formula": "C26H36O24", "method": "the ωB97M-V functional and the def2-TZVPD basis", "elements": ["C", "C", "C", "O", "C", "O", "O", "H", "H", "H", "H", "H", "H", "C", "C", "C", "O", "C", "O", "O", "H", "H", "H", "H", "H", "H", "O", "C", "O", "C", "C", "O", "H", "H", "H", "H", "O", "C", "O", "C", "C", "O", "H", "H", "H", "H", "O", "C", "O", "C", "C", "O", "H", "H", "H", "H", "O", "C", "O", "C", "C", "O", "H", "H", "H", "H", "O", "C", "O", "C", "C", "O", "H", "H", "H", "H", "O", "C", "O", "C", "C", "O", "H", "H", "H", "H"], "coordinates": [[1.65074, 2.64667, 8.06650], [1.46492, 2.42534, 6.53571], [0.05140, 1.95910, 6.28596], [-0.35111, 2.71043, 5.15907], [0.52454, 3.73003, 4.97366], [0.38491, 4.62781, 4.15869], [1.47797, 3.70810, 5.89991], [0.84489, 3.24296, 8.49445], [2.60091, 3.15184, 8.23990], [1.67138, 1.74148, 8.67338], [2.25324, 1.81177, 6.09961], [-0.66827, 2.06736, 7.09740], [0.07310, 0.89321, 6.05897], [4.40210, -1.38052, 3.08740], [3.06674, -2.12846, 2.65830], [3.18981, -3.65342, 2.58788], [2.08830, -4.17218, 3.21512], [1.44586, -3.18104, 3.77285], [0.52929, -3.36355, 4.53176], [2.15012, -2.02338, 3.71264], [4.97871, -2.04927, 3.72646], [4.15745, -0.45297, 3.60499], [5.05731, -1.01145, 2.29836], [2.75118, -1.75695, 1.68336], [3.96996, -4.07674, 3.22055], [3.21476, -4.00959, 1.55801], [-0.55159, -2.20341, -0.08385], [-0.63878, -1.01125, -0.10224], [-0.72087, -0.23680, 0.99038], [-1.46547, 0.86522, 0.62543], [-1.03734, 1.03224, -0.83580], [-0.97019, -0.31415, -1.13175], [-2.54259, 0.70616, 0.67654], [-1.17877, 1.69230, 1.27492], [-0.01290, 1.38697, -0.94889], [-1.92161, 1.45179, -1.31553], [3.30141, -6.11920, -5.55816], [2.60564, -5.76021, -4.61904], [2.66814, -6.11756, -3.46518], [1.71733, -5.33619, -2.70234], [0.90671, -4.59671, -3.61119], [1.58392, -4.86277, -4.80724], [1.10218, -6.02538, -2.12380], [2.25616, -4.64806, -2.05098], [0.87986, -3.54606, -3.32220], [-0.12740, -4.93982, -3.64292], [4.71805, -1.57340, -2.21571], [4.28195, -1.21079, -3.30433], [4.81108, -1.53151, -4.56519], [3.97234, -0.97169, -5.58749], [2.90775, -0.15688, -4.85700], [3.21654, -0.36407, -3.52821], [4.59510, -0.31976, -6.20008], [3.53306, -1.60001, -6.36229], [1.94426, -0.63080, -5.04457], [2.92675, 0.92854, -4.95485], [-4.45877, 4.80602, -2.43000], [-3.58944, 5.38533, -1.84751], [-2.34562, 5.56727, -2.26916], [-1.57975, 6.12794, -1.25468], [-2.60413, 6.51595, -0.18545], [-3.61428, 5.69811, -0.56933], [-0.85589, 5.34992, -1.01220], [-1.09634, 7.05844, -1.55233], [-3.03732, 7.51423, -0.24775], [-2.36422, 6.12802, 0.80453], [-4.78402, -1.62432, 2.85926], [-4.84962, -1.21665, 4.00086], [-4.94185, 0.08549, 4.32796], [-5.21423, 0.12539, 5.72939], [-4.72086, -1.17805, 6.25970], [-4.82769, -1.95660, 5.09396], [-4.72839, 0.97340, 6.21202], [-6.28458, 0.22059, 5.91211], [-5.44843, -1.60858, 6.94772], [-3.70770, -1.08245, 6.65018], [-1.83570, 1.49980, -6.12897], [-1.96928, 0.85002, -7.19151], [-1.94405, -0.52756, -7.38244], [-2.06158, -0.77474, -8.73910], [-2.33008, 0.55276, -9.46515], [-1.99698, 1.41556, -8.44105], [-1.03708, -1.03068, -9.00925], [-2.64497, -1.68054, -8.90426], [-3.27947, 0.81714, -9.93084], [-1.58864, 0.54530, -10.26409]], "atomic_forces_ev_per_a": [[0.7, 0.0, -0.5], [-0.4, 0.7, 2.7], [0.1, -1.5, -0.5], [0.0, 0.3, -0.7], [-1.3, 2.4, -1.3], [0.3, -2.1, 1.3], [0.7, -0.2, -0.1], [0.0, 0.2, -0.4], [0.0, 0.1, 0.1], [0.0, -0.3, -0.4], [-0.2, -0.1, 0.0], [0.2, 0.5, 0.1], [-0.2, 0.0, -0.3], [-0.9, -0.4, -0.2], [2.9, 0.1, 0.0], [2.3, -0.3, -1.1], [-1.8, -0.6, -0.9], [-1.4, -0.1, 3.9], [0.1, 0.7, -1.0], [-1.3, 0.7, -0.5], [0.0, 0.2, 0.2], [-0.3, -0.2, 0.4], [-0.3, -0.6, -0.5], [-0.7, 0.3, 0.3], [1.0, 0.4, -0.6], [0.4, -0.1, 0.1], [1.1, 0.0, -0.1], [-1.5, -2.3, 1.7], [0.9, -1.2, 1.4], [0.4, 2.5, 0.0], [-1.1, 0.6, 1.7], [0.0, -1.0, -3.8], [0.0, -0.3, 0.2], [-0.2, 0.1, 0.0], [-0.4, 1.0, -0.3], [0.9, 0.5, -0.9], [-1.0, 0.5, 1.5], [0.5, 1.5, -8.7], [0.0, -1.6, 7.1], [1.1, -1.7, 3.9], [-1.5, 1.0, -1.4], [0.0, 0.9, -1.9], [0.5, -0.1, 0.3], [0.3, -0.5, 0.2], [0.1, 0.2, -0.5], [0.0, -0.1, -0.3], [-1.4, 1.1, -3.4], [0.6, -0.1, 0.2], [-1.1, -0.3, 1.3], [0.8, 1.6, -1.1], [-0.1, -0.6, -0.5], [1.1, -1.2, 3.3], [0.3, 0.2, 0.2], [0.1, -1.1, 0.8], [-0.3, 0.6, -0.1], [-0.2, -0.2, -0.8], [0.3, 0.8, -0.1], [-0.6, -2.2, -0.3], [0.1, 0.6, -2.1], [1.3, 1.3, 0.7], [1.1, -0.6, 0.5], [-4.1, -1.3, 0.8], [0.1, 0.4, 0.6], [0.4, -0.3, -0.5], [0.9, 0.5, 0.4], [0.5, 1.0, 0.2], [-0.2, 0.6, 2.0], [0.4, -0.2, -2.9], [-0.1, 0.3, 0.5], [-0.5, 1.5, 0.7], [-0.7, 0.1, 0.1], [0.6, -2.0, 0.0], [0.1, 0.1, -0.4], [-0.1, 0.1, -0.3], [0.5, 0.1, 0.4], [0.0, -0.6, -0.1], [-0.7, -3.1, -4.4], [1.3, 1.3, 2.2], [-1.1, 2.4, 2.4], [1.1, -1.6, -1.5], [0.3, -1.6, -0.4], [0.1, 2.1, 1.8], [0.0, -0.3, -0.5], [-0.5, 0.4, -0.1], [-0.3, -0.4, 0.5], [0.0, 0.7, 0.0]], "lowdin_charge": [-0.019, -0.284, -0.118, 0.070, -0.546, 0.123, 0.092, 0.085, 0.081, 0.085, 0.157, 0.133, 0.138, 0.001, -0.288, -0.124, 0.099, -0.570, 0.146, 0.085, 0.075, 0.072, 0.076, 0.148, 0.139, 0.139, 0.153, -0.623, 0.071, -0.144, -0.104, 0.081, 0.143, 0.137, 0.144, 0.146, 0.121, -0.661, 0.172, -0.094, -0.168, 0.066, 0.145, 0.142, 0.137, 0.139, 0.120, -0.448, 0.048, -0.121, -0.146, 0.027, 0.122, 0.128, 0.131, 0.138, 0.164, -0.597, 0.081, -0.124, -0.132, 0.056, 0.136, 0.130, 0.141, 0.143, 0.142, -0.574, 0.076, -0.138, -0.125, 0.080, 0.132, 0.132, 0.139, 0.136, 0.107, -0.429, 0.046, -0.153, -0.138, 0.046, 0.126, 0.136, 0.132, 0.126], "e_tot_ev": -76681.892, "homo_lumo_gap_ev": 10.7, "spin_multiplicity": 1, "smiles": "C[C@H]1COC(=O)O1.C[C@H]1COC(=O)O1.O=C1OCCO1.O=C1OCCO1.O=C1OCCO1.O=C1OCCO1.O=C1OCCO1.O=C1OCCO1"}



No. 2
{"formula": "C26H37BrCl3NO2SiY", "method": "the ωB97M-V functional and the def2-TZVPD basis", "elements": ["Y", "N", "C", "C", "C", "C", "C", "C", "C", "C", "C", "C", "C", "C", "H", "H", "H", "H", "H", "H", "H", "H", "H", "H", "Cl", "C", "Cl", "Cl", "C", "O", "O", "C", "C", "C", "C", "Si", "Br", "C", "C", "C", "C", "C", "C", "C", "C", "H", "H", "H", "H", "H", "H", "H", "H", "H", "H", "H", "H", "H", "H", "H", "H", "H", "H", "H", "H", "H", "H", "H", "H", "H", "H", "H"], "coordinates": [[12.41175, 12.40465, 10.81452], [12.06708, 11.41752, 13.05084], [10.97170, 10.45242, 13.27010], [10.13069, 10.59977, 14.39543], [9.14223, 9.63319, 14.60519], [9.01004, 8.55970, 13.77567], [9.80026, 8.43686, 12.62750], [10.78414, 9.38631, 12.33740], [11.62904, 9.20031, 11.12273], [11.95891, 7.88247, 10.81148], [12.79693, 7.62154, 9.75778], [13.21924, 8.64441, 8.90347], [12.80723, 9.96567, 9.12385], [12.06383, 10.24780, 10.30505], [12.02614, 12.09436, 13.81409], [13.00648, 11.02680, 13.15304], [10.22672, 11.41205, 15.12877], [8.38634, 9.85856, 15.36926], [8.23964, 7.82909, 13.98614], [9.67910, 7.55333, 11.96532], [11.59037, 7.03753, 11.41286], [13.09913, 6.63244, 9.57620], [13.89971, 8.43694, 8.07161], [13.18226, 10.79348, 8.48582], [17.59894, 12.90208, 11.47224], [16.59648, 12.20876, 10.17176], [16.69328, 10.42295, 10.21678], [17.11374, 12.88262, 8.61924], [15.08189, 12.47623, 10.41144], [14.62880, 12.27265, 11.57057], [14.32168, 12.79471, 9.45422], [11.31144, 17.21896, 10.66792], [9.94945, 17.67696, 10.15655], [9.06481, 17.99978, 11.34702], [10.14134, 19.00066, 9.39614], [9.20130, 16.30889, 9.00248], [9.77885, 14.17035, 10.19697], [7.24677, 16.16881, 8.90683], [6.70971, 17.55343, 8.53889], [6.74774, 15.18689, 7.81688], [6.65150, 15.79860, 10.25635], [10.10546, 16.04223, 7.34981], [9.86325, 14.58363, 6.72754], [11.57919, 16.27444, 7.47428], [9.61371, 17.06952, 6.35458], [11.65237, 17.99021, 11.39155], [12.06966, 17.06403, 9.90499], [11.21072, 16.25548, 11.15896], [9.58532, 18.69526, 12.04031], [8.86893, 17.11480, 11.95502], [8.11605, 18.46829, 11.08242], [10.57663, 19.73551, 10.09826], [9.18164, 19.39360, 9.02979], [10.84832, 18.98333, 8.52993], [6.97674, 17.88310, 7.52295], [7.07329, 18.32975, 9.22681], [5.61858, 17.53804, 8.53059], [7.03095, 15.53730, 6.82337], [5.68490, 15.18958, 7.85844], [7.14840, 14.16207, 7.91220], [6.86746, 16.56163, 11.00910], [7.02479, 14.81220, 10.62084], [5.57516, 15.76235, 10.19498], [10.08499, 13.78164, 7.44922], [10.50976, 14.45802, 5.85396], [8.83987, 14.48107, 6.38824], [12.16095, 15.63177, 8.13501], [11.78090, 17.29907, 7.78021], [11.99761, 16.12662, 6.45723], [8.54450, 16.99358, 6.14367], [10.09095, 16.92163, 5.38273], [9.81189, 18.11305, 6.62165]], "atomic_forces_ev_per_a": [[0.2, 0.2, -0.2], [-0.3, 0.6, 0.2], [-0.2, -0.4, 0.0], [0.5, -0.5, -0.8], [-0.3, 1.6, 0.7], [-0.1, -0.7, -1.0], [0.0, -0.4, 0.3], [0.1, 0.7, 0.7], [-0.2, -0.4, 0.2], [-0.2, -0.3, 0.4], [0.0, 1.2, -0.8], [0.2, 0.4, -0.4], [0.2, -0.5, 1.1], [0.0, 0.5, -0.7], [-0.1, 0.0, -0.1], [-0.2, -0.5, -0.1], [0.1, -0.2, -0.5], [0.5, -0.5, -0.1], [0.0, 0.0, -0.1], [-0.1, 0.9, 0.5], [0.3, 0.6, -0.2], [0.4, -1.1, -0.3], [-0.3, -0.1, 0.3], [-0.3, -0.7, 0.2], [-0.5, -0.2, -0.3], [-0.1, 0.1, 0.0], [0.1, 0.3, -0.2], [-0.1, -0.4, 0.3], [0.0, 0.0, -0.1], [-0.5, 0.2, 0.1], [0.0, 0.0, 0.5], [0.2, 0.1, 0.6], [0.1, -0.1, -0.9], [0.0, 0.0, 1.0], [0.4, 0.5, -0.8], [-0.6, -0.4, 0.1], [0.3, 0.1, 0.0], [0.7, -0.1, -0.4], [0.4, 0.7, -0.5], [1.5, 0.0, 0.1], [0.7, -0.6, 0.7], [-0.6, -1.6, 0.0], [0.2, 1.0, 0.7], [1.3, 0.1, -0.6], [-0.8, 0.6, -0.8], [0.1, -0.6, -0.3], [0.0, 0.3, -0.1], [0.1, 0.1, 0.5], [-0.1, -0.2, -0.5], [-0.2, -0.1, 0.0], [0.1, -0.1, 0.0], [-0.3, -0.2, -0.2], [0.3, 0.0, 0.1], [-0.6, -0.3, 0.7], [0.2, -0.2, 0.2], [-0.4, -0.1, -0.1], [-0.1, 0.0, 0.3], [0.0, 0.0, 0.0], [-1.0, -0.2, 0.1], [-0.3, 0.4, 0.2], [0.1, -0.2, 0.0], [-0.4, 0.7, -0.2], [-0.5, -0.2, -0.2], [-0.1, 0.3, -0.3], [0.0, 0.1, 0.1], [-0.1, -0.1, 0.0], [-0.3, -0.3, 0.1], [0.2, 0.0, -0.1], [0.1, 0.2, 0.5], [0.0, 0.0, 0.1], [0.2, -0.1, 0.0], [0.0, -0.2, 0.2]], "lowdin_charge": [1.539, 0.001, -0.206, -0.024, -0.093, -0.074, -0.017, -0.130, -0.218, -0.038, -0.059, -0.070, -0.131, -0.237, 0.103, 0.108, 0.117, 0.119, 0.112, 0.127, 0.122, 0.097, 0.113, 0.093, 0.624, -1.486, 0.642, 0.641, -0.804, -0.138, -0.134, -0.128, -0.641, -0.106, -0.085, 0.719, 0.344, -0.626, -0.091, -0.080, -0.118, -0.638, -0.075, -0.121, -0.097, 0.105, 0.062, 0.007, 0.103, 0.081, 0.074, 0.099, 0.082, 0.080, 0.082, 0.067, 0.097, 0.066, 0.078, 0.089, 0.065, 0.056, 0.085, 0.030, 0.087, 0.053, 0.075, 0.063, 0.106, 0.069, 0.099, 0.085], "e_tot_ev": -149676.286, "homo_lumo_gap_ev": 8.1, "total_charge": 1, "spin_multiplicity": 1}



Computed LUMO energy, in the same sequence as the records: 0.245; -2.990 eV.
Computed energy relative to the best compared isomer or geometry (same formula, charge and spin), in the same sequence as the records: 101.9; 0.0 kcal/mol.